No. 1
{"formula": "H4IN2P", "method": "the ωB97M-V functional and the def2-TZVPD basis", "homo_ev": -8.518, "smiles": "NP(N)I", "e_above_lowest_kj_mol": 12.1, "lumo_ev": -0.16, "spin_multiplicity": 1, "charge": 0, "e_tot_ha": -750.98988, "species": ["N", "P", "N", "I", "H", "H", "H", "H"], "coordinates": [[-0.543, 1.196, 0.311], [-0.562, -0.449, 0.611], [1.086, -0.807, 0.319], [-1.705, -1.169, -1.928], [0.371, 1.616, 0.166], [-1.319, 1.631, 0.766], [1.180, -1.796, 0.132], [1.492, -0.222, -0.378]], "mulliken_charge": [-0.404, 0.246, -0.574, -0.360, 0.257, 0.254, 0.295, 0.285]}

---

No. 2
{"formula": "H4IO2", "method": "the ωB97M-V functional and the def2-TZVPD basis", "homo_ev": -3.984, "e_above_lowest_kj_mol": 6.2, "lumo_ev": 3.74, "spin_multiplicity": 1, "charge": -1, "e_tot_ha": -450.67927, "species": ["I", "O", "H", "H", "O", "H", "H"], "coordinates": [[-5.179, -22.140, 12.623], [-4.599, -18.398, 12.329], [-4.397, -19.322, 12.571], [-5.501, -18.271, 12.633], [-5.962, -20.004, 15.548], [-5.540, -20.773, 15.125], [-6.510, -19.645, 14.846]], "mulliken_charge": [-0.874, -0.635, 0.278, 0.298, -0.636, 0.272, 0.297]}

---

No. 3
{"formula": "H4IO2", "method": "the ωB97M-V functional and the def2-TZVPD basis", "homo_ev": -3.889, "e_above_lowest_kj_mol": 1.7, "lumo_ev": 3.67, "spin_multiplicity": 1, "charge": -1, "e_tot_ha": -450.68097, "species": ["I", "O", "H", "H", "O", "H", "H"], "coordinates": [[-4.350, 21.504, -22.115], [-2.907, 23.476, -19.368], [-3.377, 23.118, -20.121], [-2.489, 24.270, -19.702], [-3.171, 20.713, -18.768], [-2.862, 21.578, -18.497], [-3.289, 20.787, -19.715]], "mulliken_charge": [-0.803, -0.625, 0.224, 0.275, -0.644, 0.358, 0.215]}

---

No. 4
{"formula": "H4N2O2P", "method": "the ωB97M-V functional and the def2-TZVPD basis", "homo_ev": -4.590, "smiles": "NN[P@H](=O)[O-]", "e_above_lowest_kj_mol": 221.1, "lumo_ev": 4.79, "spin_multiplicity": 1, "charge": -1, "e_tot_ha": -603.83634, "species": ["N", "N", "P", "O", "O", "H", "H", "H", "H"], "coordinates": [[-1.533, -0.022, 0.229], [-0.357, 0.779, 0.355], [1.059, 0.000, -0.246], [1.078, -1.572, 0.192], [2.243, 0.836, 0.025], [-1.696, -0.064, -0.781], [-1.279, -0.990, 0.485], [-0.187, 0.976, 1.339], [0.673, 0.056, -1.597]], "mulliken_charge": [-0.606, -0.343, 0.649, -0.793, -0.687, 0.256, 0.300, 0.262, -0.038]}

---

No. 5
{"formula": "H4N2O2S3", "method": "the ωB97M-V functional and the def2-TZVPD basis", "homo_ev": -8.587, "e_above_lowest_kj_mol": 94.9, "lumo_ev": 0.04, "spin_multiplicity": 1, "charge": 0, "e_tot_ha": -1456.87169, "species": ["N", "N", "O", "O", "S", "S", "S", "H", "H", "H", "H"], "coordinates": [[-2.535, -0.567, 0.499], [-0.084, -0.247, -0.567], [1.933, 1.556, 0.249], [3.076, -0.118, -1.118], [-1.316, 0.607, 0.187], [0.827, -1.294, 0.503], [2.644, 0.044, 0.201], [-2.216, -1.102, 1.272], [-3.465, -0.131, 0.524], [1.641, 2.134, -0.484], [-0.504, -0.883, -1.266]], "mulliken_charge": [-0.511, -0.404, -0.474, -0.423, 0.109, -0.067, 0.600, 0.234, 0.250, 0.348, 0.336]}